The following is a DFT calculation (wB97M-V/def2-TZVPD) of 4 unconnected molecules or ions with the total composition C4H16O4 at a distorted geometry.

```
24
Properties=species:S:1:pos:R:3:forces:R:3
C -2.92572 -6.98510 1.25165 -0.4 0.6 1.3
O -3.19094 -8.12669 0.53488 -0.1 -1.4 -1.3
H -3.81297 -6.72862 1.83053 -0.2 0.6 0.0
H -2.20635 -7.24946 2.02670 0.5 0.3 -0.3
H -2.64192 -6.15395 0.60607 0.4 0.1 0.3
H -3.64846 -7.87339 -0.27017 -0.1 -0.2 0.0
C 2.15005 5.28493 -3.12886 0.4 -1.1 -0.1
O 3.29141 5.18255 -2.25914 -0.1 0.4 -0.5
H 1.40534 4.61073 -2.70582 -0.7 0.6 -0.1
H 1.82886 6.30608 -3.33422 0.0 0.0 0.6
H 2.38831 4.85348 -4.10106 0.1 0.1 -0.2
H 3.77850 4.43879 -2.62128 0.3 0.0 0.3
C 1.22271 3.52118 2.48725 0.5 -0.6 1.5
O 1.92713 2.72390 1.55020 -0.1 0.8 -0.5
H 0.64232 4.39093 2.17940 -0.4 -0.5 -0.9
H 0.67546 2.76516 3.05032 -0.7 0.5 -0.1
H 1.88528 3.96674 3.22928 0.5 -0.1 0.1
H 2.47169 3.31333 1.02329 0.2 -0.1 -0.2
C -1.05094 -1.65111 -0.19315 0.3 -1.9 -0.7
O -0.76304 -0.42653 -0.78101 0.4 0.8 0.5
H -0.16173 -2.17598 0.15600 0.4 0.3 0.6
H -1.78777 -1.62835 0.60976 -0.2 0.1 -0.2
H -1.29782 -2.32868 -1.01049 -0.9 0.0 0.1
H -0.17941 -0.02993 -0.13011 0.1 0.8 -0.3
```
Positions in Å, forces in eV/Å.

Computed properties:
Molar mass in g/mol: 128.2
Total charge: 0
ΔE to the lowest compared entry with this formula, charge and spin in eV: 3.094
LUMO energy in eV: 0.56
SMILES string: CO.CO.CO.CO

The following is a DFT calculation (wB97M-V/def2-TZVPD) of 5 unconnected molecules or ions with the total composition C4H16O4 at a distorted geometry.

```
24
Properties=species:S:1:pos:R:3:forces:R:3
C -2.04974 -1.25642 -1.66429 -0.6 2.8 0.7
C -1.53259 -1.12731 -0.22028 0.2 0.0 0.1
C -1.58199 0.29626 0.21285 -3.9 -2.1 5.6
C -2.23374 0.72004 1.35454 0.2 -0.8 -1.7
H -1.28407 -0.97340 -2.40270 -0.3 0.1 0.3
H -2.95835 -0.52435 -1.73574 1.4 -1.7 -0.3
H -2.27035 -2.26222 -1.81837 -0.9 -1.6 -0.6
H -2.09156 -1.78239 0.47664 0.1 0.4 -0.4
H -0.49197 -1.44901 -0.17670 0.1 -0.2 -0.1
H -0.97874 0.93848 -0.21363 2.7 3.3 -2.8
H -2.39406 1.77853 1.65121 0.6 -0.8 -0.3
H -2.72207 -0.02963 2.00255 0.0 0.4 -0.5
H 2.18777 2.84071 0.10052 -1.7 -1.2 -0.4
H 1.30417 1.62449 0.64225 0.0 0.3 -0.1
O 1.38557 2.26668 -0.11065 1.7 1.7 1.0
H 0.84460 0.44868 -2.37664 0.4 -0.4 0.4
H 1.45633 1.12084 -1.15696 0.2 0.6 0.4
O 1.41701 0.26534 -1.60918 -0.4 -0.9 -1.3
H 2.90711 -1.84436 0.63885 -0.5 0.2 -0.1
H 2.00136 -1.07234 -0.38722 -0.2 -0.2 0.3
O 1.98567 -1.60430 0.44318 0.9 -1.0 -1.0
H 0.79777 0.21031 2.56044 0.1 0.6 -1.0
H 1.18846 -0.65360 1.34385 0.4 1.1 -0.1
O 1.07324 0.30152 1.62099 -0.5 -0.6 2.0
```
Positions in Å, forces in eV/Å.

Computed properties:
Molar mass in g/mol: 128.2
Total charge: 0
ΔE to the lowest compared entry with this formula, charge and spin in eV: 1.339
LUMO energy in eV: 0.59
SMILES string: C=CCC.O.O.O.O

The following is a DFT calculation (wB97M-V/def2-TZVPD) of 2 unconnected molecules or ions with the total composition C4H16Si3 at a distorted geometry.

```
23
Properties=species:S:1:pos:R:3:forces:R:3
C -1.77379 2.01215 -1.41824 2.1 0.3 2.1
C 0.16977 -1.20757 -2.25420 2.2 1.3 -2.9
C -1.50774 0.67098 -2.09979 0.5 -1.1 2.6
C -0.06739 0.18762 -1.91346 -2.7 0.9 -0.6
Si 2.76354 0.34201 3.12889 0.8 -1.9 -1.0
Si -0.56718 -1.61692 2.00608 0.5 -1.5 -1.0
Si 0.97449 0.19278 1.55769 -0.7 0.8 0.1
H -1.14395 2.91861 -1.68796 -0.9 -1.2 -0.5
H -1.42376 1.89595 -0.31617 -0.8 0.0 -1.5
H -2.81257 2.24010 -1.38172 -0.8 0.5 -0.1
H 1.18825 -1.42309 -2.04786 1.1 -0.5 -0.1
H -0.35497 -1.73803 -1.59077 -2.4 -2.6 2.4
H -0.06337 -1.57719 -3.30469 0.1 0.8 1.1
H -2.25204 -0.10809 -1.63885 1.3 1.1 -0.5
H -1.73443 0.59523 -3.12038 -0.5 0.4 -1.8
H 0.61789 0.89846 -1.51584 0.7 0.1 0.1
H 2.95884 -0.87258 3.95054 -0.8 -0.2 0.3
H 2.97173 1.42130 4.01651 -0.2 1.3 0.6
H 4.08751 0.06183 2.46839 -0.3 0.6 -0.4
H -1.95683 -1.48497 2.60192 0.8 0.2 0.1
H -0.94674 -2.42986 0.67200 0.6 1.0 1.2
H 0.42638 -2.59261 2.77579 -1.2 1.0 -0.5
H 0.44637 1.61388 1.11210 0.4 -1.3 0.5
```
Positions in Å, forces in eV/Å.

Computed properties:
Molar mass in g/mol: 148.4
Total charge: 0
ΔE to the lowest compared entry with this formula, charge and spin in eV: 5.322
LUMO energy (alpha / beta) in eV: -1.53 / 0.38

The following is a DFT calculation (wB97M-V/def2-TZVPD) of a molecular structure, C4H17BrCdNO4 at a distorted geometry.

```
28
Properties=species:S:1:pos:R:3:forces:R:3
Cd -24.02221 -5.13692 15.54112 -0.9 0.1 1.7
Br -25.07263 -4.74598 17.87871 0.1 0.0 -0.1
C -25.27115 -9.33693 14.67010 0.1 -0.3 0.3
C -25.02155 -7.84388 14.66173 0.0 0.7 -0.4
C -26.32096 -7.03279 14.67025 -0.2 -0.7 0.3
O -26.08341 -5.63306 14.67385 -0.2 -0.4 -0.6
C -27.05276 -4.93214 13.91896 -0.4 0.7 -0.2
N -24.11397 -7.39707 15.76924 -0.6 -1.0 -0.7
H -24.30878 -9.85217 14.72347 -0.1 -0.1 -0.1
H -25.80117 -9.70981 13.79515 0.0 0.2 -0.1
H -25.84374 -9.65939 15.54458 0.0 0.2 0.0
H -24.54623 -7.54754 13.72076 0.3 -0.2 0.1
H -26.95519 -7.29099 15.52612 0.1 0.0 0.0
H -26.85900 -7.30190 13.75791 -0.1 0.0 0.0
H -27.07086 -5.25533 12.87222 0.1 -0.1 0.1
H -26.81766 -3.86746 13.95198 0.1 -0.1 0.1
H -28.05880 -5.04216 14.33136 0.1 -0.2 0.1
H -24.56457 -7.71007 16.62798 0.2 0.4 0.3
H -23.24606 -7.92291 15.70666 0.0 0.0 0.0
O -23.51964 -5.08583 13.33213 0.3 0.0 -0.7
H -22.66494 -5.37477 12.99724 0.2 -0.1 0.0
H -23.83917 -4.45642 12.67895 -0.2 0.1 -0.1
O -21.86752 -4.99250 16.12611 0.9 0.1 -0.2
H -21.26370 -5.64144 16.49790 0.0 -0.1 0.2
H -21.31737 -4.24586 15.87171 0.0 0.2 0.0
O -23.98963 -2.86997 15.29022 0.2 0.6 -0.5
H -23.92449 -2.23761 16.01367 -0.2 -0.1 0.4
H -24.33789 -2.37672 14.54238 0.0 0.2 -0.1
```
Positions in Å, forces in eV/Å.

Computed properties:
Molar mass in g/mol: 335.5
Total charge: +1
ΔE to the lowest compared entry with this formula, charge and spin in eV: 0.000
LUMO energy in eV: -3.51

The following is a DFT calculation (wB97M-V/def2-TZVPD) of 3 unconnected molecules or ions with the total composition C4H17N2O2 at a distorted geometry.

```
25
Properties=species:S:1:pos:R:3:forces:R:3
N -1.05823 -1.93484 -0.67023 0.7 0.9 1.5
C -1.77561 -0.51595 -0.46561 1.4 -0.6 -0.3
C -0.88302 0.39335 0.47200 -1.5 2.6 1.5
N 0.43902 -0.12754 0.80703 0.8 0.3 -4.8
C 1.48400 0.24803 -0.33907 1.7 0.4 5.1
C 2.86435 -0.44597 0.01290 -2.8 -1.3 1.0
H -1.13829 -2.17954 -1.67174 0.8 0.0 0.8
H -1.46903 -2.67974 -0.14276 -1.1 -0.5 0.2
H -0.07028 -1.95001 -0.12306 -1.6 1.2 -1.8
H -1.64826 -0.11599 -1.51143 -1.0 -0.2 1.2
H -2.83526 -0.62025 -0.04508 1.6 -0.1 -1.1
H -1.48040 0.74222 1.40493 1.0 -1.5 -1.1
H -0.97057 1.43187 -0.05306 1.0 -1.7 0.4
H 0.87992 -0.00944 1.68803 -0.6 0.5 1.0
H 1.69309 1.32023 -0.47691 -0.6 0.0 0.6
H 1.03204 -0.03395 -1.18848 -1.2 -1.4 -3.3
H 2.79902 -0.81611 1.07617 -0.3 -0.2 -1.0
H 3.00258 -1.31120 -0.65638 0.6 0.5 0.4
H 3.66282 0.21660 0.17055 1.2 1.0 -1.0
H -1.60502 1.86794 -3.87649 -0.1 0.4 0.4
H -1.78233 2.98765 -2.77482 0.2 -1.1 -0.5
O -1.57372 2.03709 -2.92235 -0.1 0.6 0.2
H -0.44075 0.02063 4.02210 0.1 0.3 0.2
H 0.54512 1.16312 3.73826 0.6 3.4 1.2
O 0.32882 0.31180 3.52548 -0.7 -3.6 -1.0
```
Positions in Å, forces in eV/Å.

Computed properties:
Molar mass in g/mol: 125.2
Total charge: +1
ΔE to the lowest compared entry with this formula, charge and spin in eV: 3.126
LUMO energy in eV: -3.11

The following is a DFT calculation (wB97M-V/def2-TZVPD) of 3 unconnected molecules or ions with the total composition C4H17N2O2 at a distorted geometry.

```
25
Properties=species:S:1:pos:R:3:forces:R:3
C -1.78704 -0.54240 0.17163 0.5 -0.3 -0.5
C -2.06190 0.94549 0.30061 -0.9 -1.4 -0.7
C -1.05533 1.72439 -0.55714 -0.7 1.1 1.5
C 1.37333 1.92638 -0.27332 0.4 0.1 0.9
N 0.04733 2.13144 0.32852 1.4 -1.4 -0.7
N -0.44100 -0.91851 0.74638 -1.0 -0.5 1.6
H -1.75284 -0.86991 -0.85898 0.2 0.4 -0.5
H -2.54004 -1.22893 0.55366 0.1 0.2 0.8
H -3.09397 0.98190 -0.04795 -0.1 0.6 -0.3
H -2.12513 1.20913 1.35445 0.4 0.4 0.0
H -1.49838 2.61818 -0.95347 -0.6 0.4 -0.3
H -0.77736 1.14235 -1.43420 0.5 -0.1 0.2
H 1.57350 0.87344 -0.48896 -0.3 0.1 -0.3
H 2.12738 2.17521 0.47835 0.0 0.2 -0.1
H 1.57086 2.54397 -1.14223 0.0 0.0 -0.4
H 0.02807 3.08771 0.64595 -0.6 0.1 -0.1
H 0.27153 -0.18654 0.75643 -0.1 0.2 -0.6
H -0.61354 -1.10236 1.73781 0.1 0.1 0.1
H -0.12040 -1.83211 0.38914 0.6 -0.1 -0.5
H 1.34791 -3.53108 0.30290 0.1 0.0 -0.1
H 0.70942 -3.37870 -1.07749 0.1 -0.1 0.0
O 0.49901 -3.45016 -0.14049 -0.6 0.0 0.1
H 3.08475 -1.52586 0.42018 -0.4 0.1 0.4
H 2.88502 -1.37146 -1.00792 -0.5 0.1 -0.4
O 2.34883 -1.42159 -0.20388 1.2 0.0 0.0
```
Positions in Å, forces in eV/Å.

Computed properties:
Molar mass in g/mol: 125.2
Total charge: +1
ΔE to the lowest compared entry with this formula, charge and spin in eV: 1.256
LUMO energy in eV: -2.95

The following is a DFT calculation (wB97M-V/def2-TZVPD) of 2 unconnected molecules or ions with the total composition C4H17N5.

```
26
Properties=species:S:1:pos:R:3:forces:R:3
C 1.25530 1.00470 -0.34093 0.4 -0.1 -0.2
C 2.10944 -0.27118 1.54652 0.0 0.0 -0.1
N 1.18093 -0.24545 0.43037 -0.1 0.1 0.1
N 1.37015 -1.33787 -0.45538 0.2 -0.1 -0.1
N 1.02845 2.18626 0.43557 0.1 0.1 0.4
N 0.21816 0.95817 -1.34218 0.2 0.1 -0.3
H 2.28189 1.09427 -0.78519 -0.3 -0.1 0.2
H 2.36366 -1.47301 -0.67564 -0.1 0.0 0.2
H 1.02626 -2.17670 0.00194 0.0 0.1 -0.1
H 1.73118 2.31100 1.15980 -0.2 0.0 -0.2
H 0.10717 2.12899 0.86522 0.1 0.0 0.0
H 0.32960 0.12482 -1.90897 0.0 0.1 0.0
H 0.27716 1.78316 -1.92736 0.1 0.0 0.0
H 2.05867 -1.25388 2.01567 0.0 0.1 0.0
H 1.81342 0.46917 2.28643 0.1 0.0 0.1
H 3.15007 -0.07917 1.23331 0.0 0.0 0.0
C -2.29367 -0.56772 0.40532 -0.2 -0.2 -0.1
C -2.12754 -1.38346 -0.88373 -0.1 0.1 0.3
N -2.33560 0.87200 0.21763 0.0 0.3 0.0
H -3.11634 1.11197 -0.38853 0.1 0.0 0.1
H -1.48482 1.14348 -0.27519 -0.3 -0.1 -0.1
H -1.45480 -0.77909 1.07319 -0.1 -0.1 0.0
H -3.22008 -0.86387 0.91104 0.1 -0.1 0.0
H -1.10726 -1.30718 -1.24398 0.0 0.0 -0.1
H -2.35652 -2.43275 -0.69857 0.0 -0.1 -0.1
H -2.80484 -1.01657 -1.65631 0.0 0.0 0.0
```
Positions in Å, forces in eV/Å.

Computed properties:
Molar mass in g/mol: 135.2
Total charge: 0
ΔE to the lowest compared entry with this formula, charge and spin in eV: 0.000
LUMO energy in eV: 0.90
SMILES string: CN(N)C(N)N.CCN

The following is a DFT calculation (wB97M-V/def2-TZVPD) of a molecular structure, C4H17N8O5Tl at a distorted geometry.

```
35
Properties=species:S:1:pos:R:3:forces:R:3
Tl 13.10157 -23.57895 18.12884 -0.2 -0.1 -0.1
O 10.90562 -22.96275 21.55632 0.1 -0.2 -0.1
H 10.54237 -22.64804 22.40694 0.0 0.1 0.0
C 10.83418 -24.69014 12.90277 3.6 0.3 1.5
O 10.94871 -24.19440 14.03148 -0.4 -0.4 0.3
N 9.87871 -24.46923 12.08549 -4.1 1.0 -1.6
N 11.84318 -25.36072 12.31914 1.6 -1.3 0.3
H 9.85090 -24.93246 11.18841 -0.5 0.3 0.3
H 9.08804 -24.00291 12.50677 -0.2 0.0 -0.7
H 12.55636 -25.73352 12.92946 -0.1 0.1 -0.4
H 11.79082 -25.70171 11.36988 0.1 0.0 0.3
C 9.89036 -18.85775 16.45465 2.1 -3.8 -0.2
O 10.28508 -19.92608 16.89907 1.5 -3.0 0.0
N 10.09415 -18.36609 15.29886 0.9 1.9 -5.2
N 9.23805 -18.14118 17.22212 -4.7 5.2 5.2
H 10.52765 -18.80822 14.50093 0.0 -0.2 0.5
H 9.65182 -17.47452 15.12697 0.3 -0.2 -0.5
H 9.01540 -18.43990 18.16089 0.1 0.1 -0.3
H 8.89747 -17.24257 16.91133 -0.1 -0.1 0.5
C 7.89714 -26.50222 17.66080 -0.5 3.0 1.4
O 8.92973 -25.85005 17.78983 1.7 -0.1 0.0
N 6.79044 -26.08330 18.21585 -2.6 1.7 1.9
N 7.67328 -27.55559 16.98335 2.0 -4.1 -3.2
H 6.81523 -25.25263 18.78988 -0.3 -0.3 -0.1
H 5.98243 -26.68574 18.15026 -0.1 0.6 0.6
H 8.51947 -27.87163 16.53149 -0.5 -0.7 -0.4
H 6.76042 -27.91570 16.74441 0.5 0.1 0.0
C 12.10628 -27.76888 21.49676 -0.8 1.0 1.0
O 12.72550 -27.28723 20.60508 1.7 1.5 -2.6
N 11.32123 -27.05599 22.32074 -1.4 2.0 0.7
N 12.10410 -28.99519 21.89014 0.3 -4.2 0.6
H 10.96007 -27.51828 23.14290 0.0 0.8 0.1
H 11.23620 -26.06299 22.15691 -0.2 -0.1 0.3
H 11.44564 -29.23907 22.61613 0.6 -0.7 -0.3
H 12.77072 -29.65610 21.51743 -0.3 -0.1 0.1
```
Positions in Å, forces in eV/Å.

Computed properties:
Molar mass in g/mol: 461.6
Total charge: +2
ΔE to the lowest compared entry with this formula, charge and spin in eV: 0.000
LUMO energy in eV: -12.33

The following is a DFT calculation (wB97M-V/def2-TZVPD) of 4 unconnected molecules or ions with the total composition C4H17NO3 at a distorted geometry.

```
25
Properties=species:S:1:pos:R:3:forces:R:3
C -2.17924 0.25902 -1.78650 -1.9 -0.4 0.0
N -1.23459 0.69752 -0.78221 0.2 -1.1 -0.3
C 0.89212 0.97342 -2.05217 0.9 -1.3 0.2
C 0.17246 0.21535 -0.92508 -0.8 1.0 -0.1
C 0.21196 -1.29814 -1.01804 0.5 -1.0 0.9
H -2.23750 0.73509 -2.76916 0.6 0.3 0.0
H -3.18792 0.35326 -1.35664 0.0 0.6 -0.1
H -2.24361 -0.81264 -1.98382 0.9 0.0 0.1
H -1.27772 1.70224 -0.70636 0.2 0.1 0.1
H 0.95740 0.34948 -2.94234 -0.5 0.3 -0.4
H 1.94228 1.05170 -1.75966 0.0 0.4 0.0
H 0.48592 1.96139 -2.24001 -0.1 0.0 -0.1
H 0.67620 0.47842 -0.00062 -0.1 0.1 0.1
H 1.02544 -1.65080 -1.65152 -0.3 0.0 -0.3
H -0.72102 -1.81737 -1.21617 -0.1 0.3 -0.9
H 0.42708 -1.77963 -0.05560 0.3 0.6 0.2
H 0.62328 1.47687 2.41933 -0.6 -0.1 -0.1
H -0.19818 0.10372 2.01085 0.2 0.8 0.2
O 0.64150 0.52337 2.32936 0.4 -0.3 0.3
H -1.87682 -0.55326 0.69897 1.2 0.0 0.0
H -2.34209 -0.26474 2.01662 0.4 -0.2 0.8
O -1.56525 -0.69239 1.62326 -1.8 0.0 -0.5
H 3.13525 0.19295 1.72058 -0.2 0.0 0.1
H 2.37465 -0.81261 2.57400 -0.3 0.3 -0.1
O 2.95731 -0.74486 1.81377 0.7 -0.5 -0.2
```
Positions in Å, forces in eV/Å.

Computed properties:
Molar mass in g/mol: 127.2
Total charge: 0
ΔE to the lowest compared entry with this formula, charge and spin in eV: 1.189
LUMO energy in eV: 0.60
SMILES string: CNC(C)C.O.O.O

The following is a DFT calculation (wB97M-V/def2-TZVPD) of 4 unconnected molecules or ions with the total composition C4H17NO3 at a distorted geometry.

```
25
Properties=species:S:1:pos:R:3:forces:R:3
C -2.26099 1.34646 -2.26199 -0.7 2.1 0.3
C -1.91235 -0.00591 -1.68985 -1.9 -0.7 1.5
N -0.89123 0.13625 -0.61753 0.5 -1.0 -1.8
C -0.83638 -1.17449 0.06719 0.0 0.8 -0.3
C 0.40240 0.24769 -1.37868 -1.4 -1.3 -0.2
H -3.01014 1.92404 -1.68827 0.1 -0.7 0.2
H -1.43985 2.13626 -2.26942 -0.5 -1.5 -0.3
H -2.72765 1.27286 -3.24215 0.3 0.0 -0.3
H -1.69573 -0.69088 -2.53235 0.9 0.1 0.4
H -2.81133 -0.61730 -1.21217 1.3 1.8 -0.8
H -0.82619 -1.94710 -0.70106 -0.1 -0.5 0.1
H -1.70985 -1.27105 0.73361 0.6 -0.1 -0.1
H 0.13467 -1.22611 0.54831 -0.2 -0.2 0.7
H 0.43141 -0.62220 -2.07439 0.5 0.1 0.5
H 0.37073 1.06866 -2.07031 0.3 0.8 0.2
H 1.23687 0.20730 -0.69663 0.4 0.2 -0.1
H 1.75535 -4.52231 -0.35293 -0.3 0.0 -0.2
H 2.31708 -3.24966 0.15390 -0.3 0.3 -0.2
O 1.59766 -3.57044 -0.41412 0.7 -0.3 0.5
H 0.19159 1.30877 4.29928 0.0 0.0 -0.1
H 1.60959 1.69720 3.86528 -0.1 -0.2 -0.1
O 1.11847 1.12279 4.46500 0.2 0.1 0.1
H 1.87408 2.97078 1.20048 -0.1 -0.4 -0.2
H 1.18559 1.75429 0.54160 -0.1 0.2 0.1
O 1.91432 2.00595 1.12232 0.0 0.3 0.2
```
Positions in Å, forces in eV/Å.

Computed properties:
Molar mass in g/mol: 127.2
Total charge: 0
ΔE to the lowest compared entry with this formula, charge and spin in eV: 1.662
LUMO energy in eV: 0.69
SMILES string: CCN(C)C.O.O.O

Number 1: DFT total energy -12594.7430 eV. Number 2: DFT total energy -12596.4972 eV. Number 3: DFT total energy -28034.3397 eV. Number 4: DFT total energy -88706.4244 eV. Number 5: DFT total energy -11490.7647 eV. Number 6: DFT total energy -11492.6352 eV. Number 7: DFT total energy -11873.3618 eV. Number 8: DFT total energy -31254.2479 eV. Number 9: DFT total energy -12055.5574 eV. Number 10: DFT total energy -12055.0849 eV.